Density functional theory data (ωB97M-V with the def2-TZVPD basis set) for C2H6Cl2OSi in the gas phase.

Output
Spin multiplicity: 1

The geometry in XYZ format:
```
12
Properties=species:S:1:pos:R:3:forces:R:3
C 1.702981 0.295633 0.346294 0.38 1.11 -4.61
C -3.041519 0.557768 0.615061 -1.27 0.19 -1.69
O -0.074074 -1.526739 -0.551858 -2.27 -2.03 0.95
Si 0.258022 -0.007184 -0.907981 0.13 0.37 0.99
Cl -3.633739 -0.466238 -0.840574 0.08 0.10 1.02
Cl -1.500560 1.222240 -0.031400 1.79 0.76 -0.66
H 2.459512 1.031337 -0.035206 -0.12 -1.26 0.16
H 1.318926 0.797032 1.130273 -1.63 1.31 2.98
H 1.986825 -0.697843 0.577813 0.83 -0.73 0.24
H -2.743179 -0.096855 1.390307 0.39 -1.24 0.64
H -0.973217 -1.874004 -0.286436 1.50 0.68 -0.70
H 0.254755 0.021719 -2.415819 0.19 0.73 0.69
```
Positions in Å, forces in eV/Å.

Density functional theory data (ωB97M-V with the def2-TZVPD basis set) for 5 unconnected molecules or ions with the total composition C22H23Cl4N3O6.

Output
SMILES: O=[N+]([O-])c1ccccc1.O=[N+]([O-])c1ccccc1.O=[N+]([O-])c1ccccc1.ClCCCl.ClCCCl
Spin multiplicity: 1

The geometry in XYZ format:
```
58
Properties=species:S:1:pos:R:3:forces:R:3
Cl 9.311382 15.812663 9.296818 0.25 0.28 0.08
C 7.665656 16.423270 9.101607 -1.68 -0.07 0.25
C 7.601619 17.845282 8.605220 0.40 0.31 -0.67
Cl 5.976938 18.402584 7.918333 1.11 -0.78 0.59
H 7.162256 16.439993 10.068268 0.07 -0.71 -0.02
H 7.174280 15.754011 8.395395 -0.09 0.03 0.23
H 8.337952 17.864737 7.801760 -0.20 0.83 -0.05
H 7.821896 18.524105 9.429105 0.15 0.11 -0.40
Cl 16.670067 14.089944 12.344829 0.00 -0.02 0.37
C 16.433657 15.736884 12.974132 -0.69 0.22 0.68
C 17.503774 16.634714 12.455629 -0.02 -0.12 -0.98
Cl 17.255387 18.217557 13.181175 0.08 0.65 0.16
H 16.420814 15.860954 14.056966 0.22 -0.99 0.17
H 15.431344 16.057765 12.690391 0.19 0.05 -0.42
H 17.362873 16.715062 11.377759 0.40 0.20 0.02
H 18.509896 16.286196 12.688779 -0.18 0.00 0.01
C 11.983049 7.905892 7.011744 0.93 -1.23 1.18
C 13.304137 7.599313 7.482903 -0.07 0.02 -2.80
C 14.099449 6.807125 6.619482 -0.45 -0.70 -0.74
C 13.544230 6.107775 5.529305 -1.62 1.53 1.71
C 12.179903 6.258801 5.271196 -0.52 0.65 -1.03
C 11.375191 7.165961 5.983614 1.89 0.35 0.75
N 14.405092 5.318076 4.683463 0.64 -1.46 -2.37
O 15.554540 5.072142 5.024384 -0.68 0.58 0.52
O 13.961302 4.898335 3.599446 -0.09 0.82 1.57
H 11.434261 8.671077 7.540648 -0.19 -0.01 0.04
H 13.807248 8.135002 8.274309 -0.30 0.11 0.10
H 15.170134 6.688248 6.542587 0.32 0.29 1.30
H 11.756694 5.898523 4.345189 0.07 -0.69 0.10
H 10.346282 7.389530 5.743276 0.06 -0.24 -0.33
C 12.214984 26.203353 10.373580 -0.46 -3.02 -0.69
C 12.556491 26.441359 9.030664 0.52 0.14 -0.12
C 12.883098 25.408471 8.152600 0.29 -3.17 0.18
C 12.787556 24.025780 8.534104 0.19 1.39 1.90
C 12.251148 23.755569 9.790153 0.07 1.08 0.85
C 11.941079 24.835597 10.688976 0.69 0.05 -1.40
N 13.495170 22.942601 7.737202 -1.13 -0.77 0.51
O 13.753717 23.213763 6.596102 0.38 0.64 -0.75
O 13.701400 21.828125 8.218470 -0.41 1.49 0.39
H 12.201419 26.916119 11.184858 -0.34 0.41 -0.40
H 12.647476 27.453131 8.663990 0.21 0.12 0.07
H 13.368434 25.354851 7.189283 -0.16 1.61 -0.43
H 12.173186 22.763353 10.209467 -0.07 -0.19 -0.33
H 11.513757 24.534998 11.634193 0.21 0.22 0.23
C 8.138027 9.065688 13.172500 0.95 -2.51 -0.39
C 7.184777 9.999882 12.965654 -0.73 1.21 0.20
C 6.064589 9.807316 12.168600 0.71 -0.67 -0.08
C 5.900338 8.533947 11.572363 0.55 0.85 -0.14
C 6.851009 7.520897 11.754731 1.38 0.62 1.84
C 8.000985 7.792118 12.596107 -1.95 0.55 -0.99
N 4.809926 8.368242 10.566403 -0.09 -1.38 -0.68
O 4.167392 9.334607 10.237554 0.03 0.61 0.41
O 4.638201 7.258495 10.057830 0.56 0.67 0.88
H 9.010787 9.287618 13.768699 0.01 0.02 0.11
H 7.361211 10.933376 13.479340 -0.38 0.36 -0.23
H 5.481786 10.705476 12.026996 -0.65 -0.54 -0.38
H 6.767274 6.503332 11.402682 -0.39 0.23 -0.46
H 8.720328 7.007654 12.779244 0.02 -0.01 -0.09
```
Positions in Å, forces in eV/Å.

Density functional theory data (ωB97M-V with the def2-TZVPD basis set) for a molecular structure, C13H30CuN2O7.

Output
Total charge: -1
Spin multiplicity: 1

The geometry in XYZ format:
```
53
Properties=species:S:1:pos:R:3:forces:R:3
Cu 0.112866 1.170230 -0.152419 0.35 0.46 -0.38
C 2.640626 3.743520 -2.608889 -2.63 -1.34 -6.53
O 3.089666 2.846690 -3.345039 3.39 -5.13 1.51
O 1.594406 3.691040 -1.951669 -2.79 -1.64 6.00
O 2.589676 4.763690 -3.293079 1.61 7.36 -0.50
C -5.622454 2.368730 1.873121 1.26 0.33 -0.25
O -4.403714 2.017150 2.543041 -0.70 -1.53 0.02
C -3.420064 2.995840 2.455671 0.18 2.07 -0.40
C -2.022874 2.610610 2.984221 -1.15 -1.43 0.24
N -1.758674 1.229430 2.585561 1.61 -0.49 -0.39
C -0.803534 0.562560 3.499561 -1.11 -0.28 -0.18
C 0.577396 1.142600 3.589281 -0.11 0.30 0.01
O 1.078446 1.341610 2.309991 -0.73 0.11 -0.99
C 2.434736 1.635360 2.288301 0.90 -0.24 -0.17
H -5.395154 2.629280 0.839421 0.15 0.37 -0.16
H -6.032444 3.241560 2.381231 -0.49 -0.06 -0.05
H -6.316414 1.536290 1.756601 0.19 -0.11 0.84
H -3.811164 3.907510 2.907321 0.19 0.24 1.06
H -3.373524 3.414200 1.450221 0.52 -0.76 -0.76
H -1.949154 2.581090 4.071321 -0.55 0.65 0.55
H -1.244124 3.302180 2.662691 -0.16 -0.04 -0.48
H -2.585844 0.651650 2.630791 -0.35 0.44 -0.19
H -0.733164 -0.496520 3.251541 0.04 0.01 -0.50
H -1.280334 0.548980 4.479661 0.30 0.19 0.70
H 1.225846 0.455850 4.133341 0.07 -0.24 0.27
H 0.587956 2.087980 4.131721 -0.06 0.29 0.21
H 2.696206 2.537140 2.841941 -0.12 0.16 0.22
H 2.777536 1.769470 1.262341 -0.28 0.00 -0.05
H 2.950666 0.775490 2.715561 0.49 -0.02 0.16
C 4.261776 -5.004430 -2.410919 0.58 0.39 -0.31
O 3.715416 -3.868070 -1.739499 0.49 -1.90 -0.71
C 2.966426 -3.081930 -2.624849 -0.80 1.00 1.09
C 2.242476 -2.128500 -1.673479 0.53 0.94 0.30
N 1.493546 -1.061440 -2.312699 0.09 -0.53 1.07
C 0.469626 -1.510250 -3.191579 -0.92 0.55 -0.75
C -0.739394 -2.078050 -2.461389 -0.30 0.21 -0.05
O -1.405524 -1.064750 -1.717189 1.82 0.79 -0.48
C -2.621884 -1.395060 -1.170599 -0.38 -1.00 -0.53
H 5.020656 -4.673840 -3.120079 0.17 0.19 -0.21
H 3.544686 -5.568160 -3.007649 -0.48 0.05 0.19
H 4.783256 -5.703240 -1.756829 -0.32 0.29 0.51
H 2.146116 -3.589250 -3.132609 0.23 -0.88 -0.13
H 3.550286 -2.601310 -3.409839 0.40 0.23 0.13
H 2.871036 -1.682030 -0.902979 0.84 0.29 -0.58
H 1.702746 -2.766780 -0.973909 -1.02 -0.09 -0.46
H 2.088376 -0.365450 -2.739179 0.08 0.16 0.13
H 0.810356 -2.260860 -3.904729 -0.02 -0.45 -0.21
H 0.184906 -0.664460 -3.817419 -0.27 0.10 0.12
H -0.381024 -2.934230 -1.889879 -0.05 0.05 0.92
H -1.463164 -2.547330 -3.127749 -0.12 0.19 -0.61
H -2.451344 -2.173250 -0.426669 -0.50 0.06 0.58
H -3.235854 -1.826150 -1.961359 -0.48 -0.27 -0.12
H -3.156914 -0.512380 -0.820269 0.42 -0.02 0.35
```
Positions in Å, forces in eV/Å.

Density functional theory data (ωB97M-V with the def2-TZVPD basis set) for a molecular structure, C14H12Cl5N5O2PtS.

Output
Total charge: -2
Spin multiplicity: 1

The geometry in XYZ format:
```
40
Properties=species:S:1:pos:R:3:forces:R:3
Pt 0.065757 -0.958099 1.187081 0.41 -0.07 0.27
Cl -4.041399 6.853092 -0.078293 -0.01 0.03 0.01
C -3.468794 5.237481 -0.356855 0.01 -0.02 -0.05
C -3.121918 4.399119 0.707849 0.01 -0.02 0.01
Cl -3.286424 5.002310 2.330899 0.00 0.01 0.03
C -2.662381 3.117889 0.498275 -0.03 0.05 0.00
Cl -2.253635 2.081747 1.816678 0.03 -0.02 0.01
C -2.500342 2.542385 -0.822773 -0.04 0.07 0.03
O -2.094536 1.392758 -1.013950 -0.03 -0.03 -0.13
C -2.880545 3.454164 -1.883356 0.01 -0.05 0.03
Cl -2.740073 2.834089 -3.494212 0.00 -0.01 -0.03
C -3.338884 4.733240 -1.652918 -0.01 0.03 0.04
Cl -3.774630 5.752944 -2.994681 0.00 0.01 -0.02
C 1.856485 0.077847 1.514787 0.04 -0.10 -0.08
H 2.426910 -0.436695 2.298665 0.03 0.08 0.02
H 1.532256 1.025033 1.964940 0.02 0.00 0.02
C 1.106170 -4.639564 0.808979 0.10 0.04 -0.02
N -0.006791 -3.932483 1.394668 -0.18 -0.10 0.02
C -0.627616 -2.876823 0.660108 0.22 0.24 -0.15
S -1.965090 -2.059274 1.380984 -0.26 -0.05 0.00
N -0.582261 -3.120424 -0.738711 -0.01 -0.08 0.06
C -1.281047 -2.160653 -1.594641 -0.01 0.03 0.00
H 1.529324 -5.308281 1.559744 -0.01 -0.01 -0.01
H 1.918882 -3.988941 0.449838 -0.01 0.00 0.01
H 0.769306 -5.245960 -0.032720 -0.01 0.00 0.00
H 0.187542 -3.588664 2.322939 0.00 0.01 0.00
H 0.391082 -3.166373 -1.021131 0.00 0.01 -0.01
H -2.346915 -2.197450 -1.381502 0.00 -0.02 -0.01
H -1.112345 -2.457425 -2.631704 0.01 0.02 0.00
H -0.958305 -1.126538 -1.441698 -0.01 -0.01 -0.01
N 3.523182 -1.858038 0.147493 -0.07 -0.03 -0.07
C 3.204121 -0.713022 -0.539870 -0.48 -0.16 0.19
O 3.148776 -0.629813 -1.740747 0.29 0.07 -0.05
C 2.912177 0.468618 0.418740 -0.09 -0.02 -0.06
C 4.191767 0.830421 1.063901 0.13 0.04 0.05
N 5.179541 1.075360 1.598171 -0.01 0.01 0.01
C 2.477443 1.634701 -0.358990 -0.17 0.04 -0.05
N 2.154116 2.588456 -0.907066 0.06 0.01 -0.03
H 2.984426 -1.959895 1.001515 0.03 0.01 0.01
H 3.484668 -2.677239 -0.440437 0.04 0.01 -0.03
```
Positions in Å, forces in eV/Å.

Number 1: strongest force on any atom 4.8 eV/Å, orbital gap 7.8 eV, HOMO energy -7.907 eV. Number 2: strongest force on any atom 3.2 eV/Å, orbital gap 9.3 eV, HOMO energy -10.029 eV. Number 3: strongest force on any atom 7.5 eV/Å, orbital gap 3.3 eV, HOMO energy -1.046 eV. Number 4: strongest force on any atom 0.5 eV/Å, orbital gap 6.1 eV, HOMO energy -1.789 eV.